Arrangement P

Computed, not measured: 2 unconnected molecules or ions with the total composition C7H14N2S, with the ωB97M-V functional and the def2-TZVPD basis.

Geometry (Å):
1 C 1.84 -3.36 -2.11
2 C -1.00 -1.23 2.05
3 C 2.05 -2.24 -1.52
4 C 0.32 -1.04 -0.14
5 C -0.87 1.73 -1.38
6 C -1.67 1.78 0.81
7 C 0.67 2.12 0.41
8 N -0.29 -1.11 0.87
9 N -0.62 1.89 -0.12
10 S 1.02 -0.78 -1.58
11 H 2.56 -4.18 -1.95
12 H 0.84 -3.54 -2.53
13 H -0.62 -1.93 2.69
14 H -0.89 -0.25 2.59
15 H 3.03 -1.76 -1.23
16 H -2.12 -1.36 1.78
17 H -1.83 1.60 -1.85
18 H 0.05 1.86 -1.96
19 H -1.11 1.61 1.72
20 H -2.36 2.65 0.97
21 H -2.34 0.96 0.79
22 H 1.46 2.16 -0.38
23 H 0.97 3.07 0.96
24 H 0.91 1.37 1.11

- Kohn-Sham gap: 9.47 eV
- 2S+1: 1
- Net charge: +2
- E_HOMO: -18.09 eV
- E_LUMO: -8.617 eV

Mulliken atomic charge list, values in e, 5 entries: -0.387 -0.627 -0.367 0.627 -0.339



Arrangement Q

Computed, not measured: a gas-phase ion, C7H14N2S (charge +2), with the ωB97M-V functional and the def2-TZVPD basis.

Geometry (Å):
1 C 2.65 0.89 -2.04
2 C 1.12 2.50 -0.23
3 C 0.19 0.28 -0.55
4 C -0.19 1.53 1.56
5 C -0.22 -1.32 1.34
6 C -0.11 -2.05 -1.01
7 C -1.87 -0.57 -0.32
8 N 0.40 1.40 0.14
9 N -0.45 -0.93 -0.09
10 S 2.23 2.33 -1.55
11 H 3.09 0.71 -3.01
12 H 1.08 3.51 0.15
13 H 0.24 0.73 2.16
14 H 0.09 2.52 1.98
15 H -1.31 1.37 1.47
16 H -0.95 -1.01 2.05
17 H -0.24 -2.40 1.46
18 H 0.79 -1.07 1.55
19 H -0.10 -1.77 -2.14
20 H 0.82 -2.50 -0.74
21 H -0.80 -2.81 -0.87
22 H -2.00 0.43 0.00
23 H -1.96 -0.48 -1.51
24 H -2.49 -1.29 0.20

- Kohn-Sham gap (spin up / spin down): 6.91 / 7.10 eV
- 2S+1: 1
- Net charge: +2
- E_HOMO (spin up / spin down): -17.45 / -17.45 eV
- E_LUMO (spin up / spin down): -10.545 / -10.341 eV

Mulliken atomic charge list, values in e, 5 entries: -0.094 0.073 -0.406 -0.850 -1.204



Most stable structure: arrangement P



Arrangement P

Computed, not measured: a gas-phase ion, C4H6NO (charge +1), with the ωB97M-V functional and the def2-TZVPD basis.

Geometry (Å):
1 C 0.14 0.64 -1.03
2 C 1.51 0.86 -1.52
3 C -1.28 0.83 -0.76
4 C 1.32 -0.80 0.71
5 N 1.18 0.00 -0.44
6 O 2.45 1.18 -2.19
7 H -1.34 1.27 0.23
8 H -1.78 -0.12 -0.73
9 H -1.92 1.54 -1.36
10 H 1.06 -1.80 0.51
11 H 0.46 -0.51 1.27
12 H 2.19 -0.68 1.16

- Kohn-Sham gap: 10.13 eV
- 2S+1: 1
- SMILES string: Cc1c(=O)[n+]1C
- Net charge: +1
- E_HOMO: -16.18 eV
- E_LUMO: -6.043 eV

Mulliken atomic charge list, values in e, 5 entries: 0.464 0.507 -1.025 -0.679 0.011



Arrangement Q

Computed, not measured: a gas-phase ion, C4H6NO (charge +1), with the ωB97M-V functional and the def2-TZVPD basis.

Geometry (Å):
1 C -0.34 0.90 0.44
2 C -1.61 0.55 0.71
3 C -0.59 -1.21 -0.10
4 C 1.57 -0.04 -0.53
5 N 0.26 -0.23 -0.06
6 O -1.90 -0.72 0.26
7 H 0.24 1.80 0.66
8 H -2.48 1.13 1.11
9 H -0.67 -2.24 -0.41
10 H 2.18 -0.83 -0.26
11 H 1.50 0.05 -1.71
12 H 1.86 0.85 -0.12

- Kohn-Sham gap: 10.70 eV
- 2S+1: 1
- SMILES string: C[n+]1ccoc1
- Net charge: +1
- E_HOMO: -15.41 eV
- E_LUMO: -4.719 eV

Mulliken atomic charge list, values in e, 5 entries: -0.003 -0.353 0.101 -0.703 0.108



Most stable structure: arrangement Q



Arrangement P

Computed, not measured: 2 unconnected molecules or ions with the total composition CH3FP2, with the ωB97M-V functional and the def2-TZVPD basis.

Geometry (Å):
1 C -3.05 -0.47 -0.01
2 F -2.06 -1.27 -0.21
3 P -4.41 0.25 0.21
4 P 0.51 0.29 0.06
5 H -0.56 0.78 0.81
6 H 0.28 -1.02 0.45
7 H -0.26 0.21 -1.09

- Kohn-Sham gap: 10.44 eV
- 2S+1: 1
- SMILES string: FC#P.P
- E_HOMO: -9.93 eV
- E_LUMO: 0.506 eV

Mulliken atomic charge list, values in e, 5 entries: 0.369 -0.150 -0.229 -0.062 0.015



Arrangement Q

Computed, not measured: a molecular structure, CH3FP2, with the ωB97M-V functional and the def2-TZVPD basis.

Geometry (Å):
1 C -0.15 -0.50 -0.28
2 F 3.21 0.79 -0.86
3 P 1.51 -0.44 -0.85
4 P -1.44 0.54 0.35
5 H -0.34 -1.43 -0.88
6 H -2.16 -0.16 1.30
7 H -0.63 1.19 1.23

- Kohn-Sham gap: 8.30 eV
- 2S+1: 1
- E_HOMO: -9.45 eV
- E_LUMO: -1.145 eV

Mulliken atomic charge list, values in e, 5 entries: -0.223 -0.525 0.438 -0.043 0.238



Most stable structure: arrangement P



Arrangement P

Computed, not measured: a single C3H2O molecule, with the ωB97M-V functional and the def2-TZVPD basis.

Geometry (Å):
1 C 0.01 0.99 -0.21
2 C 0.61 1.89 -0.83
3 C -0.20 -0.12 0.48
4 O -0.40 -1.39 0.05
5 H 0.13 0.03 1.48
6 H -0.14 -1.41 -0.96

- Kohn-Sham gap: 9.11 eV
- 2S+1: 1
- E_HOMO: -10.35 eV
- E_LUMO: -1.234 eV

Mulliken atomic charge list, values in e, 5 entries: -0.114 -0.306 0.165 -0.450 0.314



Arrangement Q

Computed, not measured: 2 unconnected molecules or ions with the total composition C3H2O, with the ωB97M-V functional and the def2-TZVPD basis.

Geometry (Å):
1 C 0.88 -1.24 -0.84
2 C 0.80 -2.50 -1.11
3 C 1.09 -0.11 -0.23
4 O -1.00 1.41 1.10
5 H -0.32 0.81 0.88
6 H -1.45 1.63 0.20

- Kohn-Sham gap: 8.69 eV
- 2S+1: 1
- E_HOMO: -11.39 eV
- E_LUMO: -2.696 eV

Mulliken atomic charge list, values in e, 5 entries: 0.428 -0.119 -0.358 -0.644 0.356



Most stable structure: arrangement P



Arrangement P

Computed, not measured: a single C2H3NO2S molecule, with the ωB97M-V functional and the def2-TZVPD basis.

Geometry (Å):
1 C -0.55 0.81 0.08
2 C 1.51 0.07 0.94
3 H -0.51 -1.14 -1.10
4 H -0.38 1.61 0.78
5 H 1.46 1.03 1.52
6 N 0.44 -0.12 0.13
7 O 0.36 -1.26 -0.64
8 O 2.40 -0.71 1.13
9 S -1.96 0.62 -0.76

- Kohn-Sham gap: 9.20 eV
- 2S+1: 1
- SMILES string: O=CN(O)C=S
- E_HOMO: -9.81 eV
- E_LUMO: -0.616 eV

Mulliken atomic charge list, values in e, 5 entries: 0.035 0.217 0.293 0.215 0.135



Arrangement Q

Computed, not measured: a molecular structure, C2H3NO2S, with the ωB97M-V functional and the def2-TZVPD basis.

Geometry (Å):
1 C -0.79 -0.07 -0.49
2 C 0.49 0.17 0.23
3 N -1.15 -1.96 -0.33
4 O -1.62 0.54 -1.04
5 O -0.22 -2.60 0.09
6 S 1.18 1.88 0.03
7 H 1.50 -0.32 -0.22
8 H 0.45 -0.07 1.25
9 H 0.17 2.44 0.49

- Kohn-Sham gap: 7.71 eV
- 2S+1: 1
- E_HOMO: -8.30 eV
- E_LUMO: -0.588 eV

Mulliken atomic charge list, values in e, 5 entries: 0.653 -0.698 0.054 -0.397 -0.243



Arrangement R

Computed, not measured: a single C2H3NO2S molecule, with the ωB97M-V functional and the def2-TZVPD basis.

Geometry (Å):
1 C 1.09 -0.37 -0.09
2 C -1.60 0.11 -0.04
3 H 2.26 0.66 2.43
4 H 1.82 -1.13 -0.32
5 H -1.28 0.04 1.01
6 N 1.16 0.36 0.94
7 O 2.27 0.02 1.70
8 O -2.71 0.34 -0.41
9 S -0.27 -0.21 -1.20

- Kohn-Sham gap: 10.29 eV
- 2S+1: 1
- SMILES string: O=CS/C=N/O
- E_HOMO: -9.64 eV
- E_LUMO: 0.652 eV

Mulliken atomic charge list, values in e, 5 entries: 0.051 0.069 0.368 0.423 0.327



Arrangement S

Computed, not measured: 2 unconnected molecules or ions with the total composition C2H3NO2S, with the ωB97M-V functional and the def2-TZVPD basis.

Geometry (Å):
1 C -1.09 1.13 0.03
2 C -0.07 0.18 0.03
3 N -2.89 -1.03 0.16
4 O -2.00 -1.87 0.10
5 O -4.08 -1.21 0.17
6 S -2.12 2.28 0.10
7 H -0.54 -0.84 0.00
8 H 0.59 0.30 -0.84
9 H 0.53 0.26 0.94

- Kohn-Sham gap (spin up / spin down): 6.83 / 5.56 eV
- 2S+1: 1
- E_HOMO (spin up / spin down): -8.14 / -7.09 eV
- E_LUMO (spin up / spin down): -1.309 / -1.532 eV

Mulliken atomic charge list, values in e, 5 entries: 0.333 -0.388 0.397 -0.528 -0.504



Most stable structure: arrangement P



Arrangement P

Computed, not measured: a single C2H3NO2S molecule, with the ωB97M-V functional and the def2-TZVPD basis.

Geometry (Å):
1 C 0.37 -1.60 0.41
2 C -0.63 1.58 -0.64
3 H -0.37 -2.13 -0.18
4 H 0.85 0.38 0.70
5 H -1.42 1.90 -1.34
6 N 0.23 -0.27 0.36
7 O -0.73 0.25 -0.51
8 O 0.19 2.26 -0.07
9 S 1.51 -2.36 1.28

- Kohn-Sham gap: 9.25 eV
- 2S+1: 1
- SMILES string: O=CONC=S
- E_HOMO: -8.88 eV
- E_LUMO: 0.368 eV

Mulliken atomic charge list, values in e, 5 entries: -0.097 0.258 0.322 0.223 0.337



Arrangement Q

Computed, not measured: a single C2H3NO2S molecule, with the ωB97M-V functional and the def2-TZVPD basis.

Geometry (Å):
1 C -1.11 -0.06 0.05
2 C 0.92 1.14 0.07
3 H -0.64 -2.04 0.24
4 H 1.45 1.58 -0.85
5 H 1.09 1.57 1.06
6 N -0.21 -1.03 -0.12
7 O -2.33 -0.16 0.04
8 O -0.46 1.18 -0.11
9 S 1.44 -0.53 0.01

- Kohn-Sham gap: 9.04 eV
- 2S+1: 1
- SMILES string: O=C1NSCO1
- E_HOMO: -8.85 eV
- E_LUMO: 0.187 eV

Mulliken atomic charge list, values in e, 5 entries: 0.508 -0.276 0.340 0.268 0.296



Arrangement R

Computed, not measured: a molecular structure, C2H3NO2S, with the ωB97M-V functional and the def2-TZVPD basis.

Geometry (Å):
1 C -1.20 -0.20 -0.35
2 C 0.54 0.66 -0.87
3 N -1.39 -0.35 0.87
4 O 2.80 0.56 0.43
5 O 1.56 -1.44 0.38
6 S 1.52 -0.02 0.21
7 H -1.79 -0.25 -1.18
8 H 0.27 1.65 -0.72
9 H -2.31 -0.61 1.23

- Kohn-Sham gap (spin up / spin down): 8.95 / 8.95 eV
- 2S+1: 1
- E_HOMO (spin up / spin down): -9.94 / -9.94 eV
- E_LUMO (spin up / spin down): -0.990 / -0.990 eV

Mulliken atomic charge list, values in e, 5 entries: -0.034 -0.399 -0.466 -0.471 -0.458



Arrangement S

Computed, not measured: a single C2H3NO2S molecule, with the ωB97M-V functional and the def2-TZVPD basis.

Geometry (Å):
1 C 0.40 2.47 -0.07
2 C 0.04 1.31 -0.09
3 N -0.63 -1.29 0.26
4 O -2.05 0.32 -1.33
5 O -2.11 0.44 1.27
6 S -1.36 0.17 0.11
7 H 0.52 3.47 -0.39
8 H -1.31 -1.98 -0.15
9 H 0.02 -1.26 -0.52

- Kohn-Sham gap: 10.87 eV
- 2S+1: 1
- SMILES string: C#CS(N)(=O)=O
- E_HOMO: -10.80 eV
- E_LUMO: 0.065 eV

Mulliken atomic charge list, values in e, 5 entries: 0.107 -0.536 -0.552 -0.564 -0.499



Most stable structure: arrangement Q